[1]
Entry from OMol25: an isolated molecule of C4H12N2 in a non-equilibrium geometry (ωB97M-V/def2-TZVPD).

Calculated values
- Frontier orbital gap: 10.387 eV
- Energy relative to the best compared isomer or geometry (same formula, charge and spin): 67.09 kJ/mol
- Total energy: -269.09079 a.u.
- HOMO level: -9.25 eV
- Charge: 0
- LUMO level: 0.0418 hartree
- SMILES: NCCCCN

Each line ends with the natural charge from an NBO analysis.
Atoms and positions in Å:
N -1.7420 -1.1736 -0.7195  -0.83
C -1.7918 0.2971 -0.6698  -0.22
C -0.4005 0.8650 -0.9870  -0.41
C 0.6606 0.8608 0.1668  -0.42
C 1.3256 -0.4887 0.3716  -0.21
N 2.3250 -0.2605 1.4632  -0.84
H -1.2053 -1.5138 0.0617  0.34
H -2.6831 -1.5028 -0.5810  0.35
H -2.5051 0.6369 -1.4162  0.19
H -2.1798 0.5743 0.3425  0.16
H 0.0174 0.2480 -1.8555  0.21
H -0.6135 1.8709 -1.3778  0.21
H 0.1486 1.1867 1.0655  0.20
H 1.4827 1.5672 -0.0998  0.22
H 0.5607 -1.2626 0.6527  0.15
H 1.9238 -0.9198 -0.4360  0.20
H 1.9284 0.1727 2.2853  0.35
H 2.7483 -1.1578 1.7331  0.35

---

[2]
Entry from OMol25: a structure of composition C41H53Cl2N3OPPb in a non-equilibrium geometry (ωB97M-V/def2-TZVPD).

Calculated values
- Frontier orbital gap (spin up / spin down): 5.244 / 2.492 eV
- Energy relative to the best compared isomer or geometry (same formula, charge and spin): 262.27 kJ/mol
- Total energy: -3287.73869 a.u.
- HOMO level (spin up / spin down): -8.92 / -7.19 eV
- Charge: +1
- LUMO level (spin up / spin down): -0.1352 / -0.1725 hartree

Each line ends with the Löwdin charge.
Atoms and positions in Å:
Pb -21.0808 0.0052 -2.5008  0.97
C -24.9620 -3.6144 -2.0930  -0.01
C -24.9205 -3.6706 -3.5188  -0.11
C -23.6438 -4.2437 -3.8861  -0.08
C -22.9920 -4.4535 -2.6627  -0.02
C -23.8020 -4.1619 -1.5285  -0.19
C -23.5567 -4.6526 -0.1231  -0.54
C -22.0554 -4.9355 -0.0182  -0.06
C -24.0273 -3.5637 0.8745  -0.04
C -24.3340 -5.9723 0.1384  -0.03
C -23.0245 -4.7507 -5.2331  -0.53
C -22.4203 -3.5768 -6.0202  -0.05
C -23.9942 -5.6592 -5.9837  -0.05
C -21.8394 -5.6363 -4.8467  -0.09
C -26.1516 -3.2714 -4.3363  -0.51
C -25.7351 -2.4505 -5.5871  -0.05
C -27.0669 -2.2918 -3.5215  -0.08
C -27.0334 -4.5038 -4.6679  -0.03
H -25.7871 -3.2003 -1.4816  0.11
H -21.9857 -4.8167 -2.5608  0.08
H -21.4962 -4.0297 -0.2858  0.08
H -21.6590 -5.7267 -0.6220  0.08
H -21.8214 -5.1104 1.0159  0.08
H -23.6179 -2.5733 0.6637  0.07
H -23.7425 -3.8339 1.8875  0.08
H -25.1069 -3.5020 0.8776  0.07
H -24.0337 -6.8288 -0.4731  0.09
H -25.3875 -5.8382 -0.0308  0.07
H -24.1791 -6.2858 1.1741  0.08
H -23.2225 -3.0021 -6.5269  0.06
H -21.7604 -3.9329 -6.8296  0.08
H -21.8136 -2.8634 -5.4142  0.08
H -24.6578 -5.0768 -6.6771  0.09
H -24.6511 -6.2744 -5.3335  0.10
H -23.4392 -6.3763 -6.5690  0.07
H -21.0779 -5.0826 -4.2647  0.08
H -21.3938 -5.9879 -5.7634  0.08
H -22.1888 -6.5464 -4.3011  0.11
H -25.0376 -1.6477 -5.3226  0.08
H -26.6619 -1.9449 -5.9880  0.10
H -25.2543 -3.0266 -6.3309  0.03
H -26.5446 -1.3877 -3.1981  0.07
H -27.5229 -2.7095 -2.6174  0.08
H -27.8721 -1.9605 -4.1785  0.07
H -26.6018 -5.1878 -5.4291  0.07
H -27.9681 -4.0958 -5.0879  0.09
H -27.2206 -5.0795 -3.7680  0.08
O -21.0006 0.7192 -5.5922  -0.11
N -21.6682 1.3988 -4.4898  -0.18
C -22.8663 1.7392 -4.8458  -0.11
C -23.5782 2.7831 -4.1885  -0.20
C -24.5397 3.5483 -4.9214  -0.01
C -25.2260 4.5928 -4.3835  -0.04
C -24.9908 4.9342 -3.0400  -0.04
C -24.1018 4.2237 -2.2634  -0.05
C -23.4181 3.0923 -2.8111  -0.28
P -22.6588 1.9689 -1.6614  0.88
C -23.8435 1.8115 -0.3182  -0.38
C -23.7506 2.6455 0.8110  -0.08
C -24.7430 2.5110 1.7736  -0.06
C -25.7623 1.5629 1.6329  -0.05
C -25.8074 0.8143 0.4741  -0.07
C -24.8253 0.8642 -0.4871  -0.09
C -21.2058 2.7144 -0.8764  -0.44
C -20.6743 2.0252 0.2398  -0.15
C -19.6482 2.5828 0.9707  -0.07
C -18.9980 3.6920 0.4648  -0.07
C -19.4960 4.3144 -0.6326  -0.09
C -20.6520 3.9180 -1.2538  -0.08
H -20.0404 0.9224 -5.4823  0.10
H -23.1372 1.4005 -5.8477  0.15
H -24.5707 3.3048 -5.9821  0.12
H -25.9047 5.1958 -4.9637  0.12
H -25.5690 5.6975 -2.5510  0.11
H -24.0372 4.4206 -1.2218  0.10
H -22.9826 3.3944 0.9649  0.11
H -24.6428 3.1395 2.6782  0.12
H -26.4808 1.4483 2.4284  0.11
H -26.5898 0.0479 0.3820  0.12
H -24.7581 0.1875 -1.3338  0.10
H -21.1226 1.0554 0.4948  0.11
H -19.3680 2.1559 1.9316  0.12
H -18.0923 4.0831 0.9810  0.13
H -18.9723 5.1050 -1.1189  0.11
H -21.0472 4.5103 -2.0837  0.12
Cl -18.3385 -2.1526 -1.5532  0.46
C -17.2818 -0.6765 -1.7034  -0.86
Cl -18.2521 0.6645 -2.4434  0.42
H -16.4930 -0.9443 -2.4108  0.03
H -16.8837 -0.3754 -0.7523  0.03
C -17.5924 -2.2348 -5.6859  -0.02
C -18.1085 -1.6227 -6.9264  -0.47
N -19.2396 -1.9619 -7.4919  0.10
C -19.3349 -1.1269 -8.6028  -0.12
C -18.2481 -0.2714 -8.6403  -0.10
N -17.4683 -0.6422 -7.5758  0.07
H -18.4381 -2.3856 -5.0274  0.06
H -16.8183 -1.6031 -5.1890  0.08
H -17.1619 -3.2253 -5.8821  0.09
H -20.2265 -1.2076 -9.1871  0.09
H -17.9500 0.5072 -9.2723  0.09
H -16.6351 -0.1523 -7.2195  0.17

---

[3]
Entry from OMol25: the ion CHN3O2P with charge -1 in a non-equilibrium geometry (ωB97M-V/def2-TZVPD).

Calculated values
- Frontier orbital gap: 7.264 eV
- Energy relative to the best compared isomer or geometry (same formula, charge and spin): 216.98 kJ/mol
- Total energy: -694.85855 a.u.
- HOMO level: -3.22 eV
- Charge: -1
- LUMO level: 0.1488 hartree
- SMILES: [H]/N=N/P([O-])N=C=O

Each line ends with the natural charge from an NBO analysis.
Atoms and positions in Å:
H -2.2556 0.3070 0.2016  0.30
N -1.2771 0.1161 0.2027  -0.43
N -0.8594 -1.0713 0.1796  -0.44
P 0.7766 -1.2006 -0.4363  1.38
O 1.4870 -2.2679 0.2468  -1.17
N 1.3058 0.3961 0.1361  -0.87
C 0.6383 1.3415 -0.1443  0.84
O 0.1845 2.3790 -0.3863  -0.60

---

[4]
Entry from OMol25: a cluster of 3 separate species, C4H6O2 in total in a non-equilibrium geometry (ωB97M-V/def2-TZVPD).

Calculated values
- Frontier orbital gap: 9.684 eV
- Energy relative to the best compared isomer or geometry (same formula, charge and spin): 413.73 kJ/mol
- Total energy: -306.34871 a.u.
- HOMO level: -8.79 eV
- Charge: 0
- LUMO level: 0.0328 hartree

Each line ends with the natural charge from an NBO analysis.
Atoms and positions in Å:
O 0.1775 0.2892 -1.6424  -0.65
C -0.7735 0.1859 -0.7112  0.32
C -1.9799 -0.1441 -0.3975  -0.29
C -1.0934 0.3854 0.7249  -0.46
C 2.2369 0.8334 1.4511  0.55
O 2.2963 1.0367 0.3329  -0.55
H 0.9709 0.6558 -1.2267  0.50
H 1.2936 -1.8268 -0.4879  0.00
H -2.9616 -0.5208 -0.6279  0.23
H -0.7004 -0.3069 1.4805  0.17
H -1.2581 1.3954 1.1197  0.17
H 1.7698 -2.1202 0.0027  -0.01

---

[5]
Entry from OMol25: a structure of composition C6H9NO2 in a non-equilibrium geometry (ωB97M-V/def2-TZVPD).

Calculated values
- Frontier orbital gap: 9.032 eV
- Energy relative to the best compared isomer or geometry (same formula, charge and spin): 709.08 kJ/mol
- Total energy: -439.00629 a.u.
- HOMO level: -8.72 eV
- Charge: 0
- LUMO level: 0.0114 hartree

Each line ends with the natural charge from an NBO analysis.
Atoms and positions in Å:
C -0.8805 -0.1492 0.4160  0.12
C -1.7629 -0.8614 -0.6401  -0.41
C -0.2463 -0.8605 -0.8566  -0.11
C 1.9811 -0.1863 -0.1820  -0.22
C 1.3381 1.1253 0.2185  -0.53
C -0.2337 1.1700 0.0157  0.58
H -0.7619 -0.2283 2.5658  0.47
H -2.3163 -1.6669 -0.3109  0.23
H -2.3641 -0.0174 -1.2380  0.25
H -0.3960 -0.2097 -1.8368  0.20
H 1.4894 -2.2690 -0.8443  0.39
H 2.8543 -0.2088 0.3286  0.21
H 2.2155 0.0390 -1.1586  0.18
H 1.1679 1.4005 1.3151  0.23
H 1.5502 2.1785 -0.2283  0.26
N 0.9817 -1.4085 -0.3235  -0.61
O -0.4997 -0.9009 1.5223  -0.67
O -0.9360 2.0776 -0.2919  -0.57